# 1
Here is C6H8AlCl2MnN2O3S as an isolated structure from the OMol25 dataset. Energies are from the ωB97M-V functional and the def2-TZVPD basis.

- ⟨S²⟩ = 6.078
- HOMO level (spin up / spin down) (hartree) = -0.827 / -0.826
- calculated total energy (Ha) = -3278.88441
- lowest unoccupied orbital energy (spin up / spin down) (eV) = -19.1 / -19.6

Geometry as ORCA input:
```
! wB97M-V def2-TZVPD RIJCOSX def2/J DEFGRID3
* xyz 4 5
Mn -0.58421 -0.45741 -2.89570
Al -0.19143 -0.13534 -0.12535
Cl -1.16544 -1.79849 -1.24776
Cl -1.09463 1.38866 -1.55274
C 1.02310 1.45824 0.74294
C -0.10541 -1.95955 -3.89029
C -0.02596 0.64145 -4.30800
O 1.57221 2.35022 1.17137
O 0.20886 -2.89884 -4.51768
O 0.33907 1.31458 -5.19534
C 1.50478 -0.46375 4.21546
N 0.42259 -0.97847 3.40973
C -0.65316 -0.30687 2.97292
S -1.47840 -0.82588 1.53632
N -1.16373 0.80561 3.57424
C -1.12435 1.08421 4.97567
H 1.32900 0.57078 4.44067
H 2.46069 -0.55991 3.68719
H 1.55814 -1.05591 5.12573
H 0.57443 -1.86048 2.95422
H -1.85075 1.28038 3.02324
H -0.66391 2.05730 5.10824
H -2.13709 1.12810 5.39108
H -0.56842 0.32355 5.48844
*
```

# 2
Here is C29H27F3N6O4PReS as an isolated structure from the OMol25 dataset. Energies are from the ωB97M-V functional and the def2-TZVPD basis.

- ⟨S²⟩ = 0.758
- HOMO level (spin up / spin down) (hartree) = -0.630 / -0.630
- calculated total energy (Ha) = -2867.25837
- lowest unoccupied orbital energy (spin up / spin down) (eV) = -12.8 / -12.3

Geometry as ORCA input:
```
! wB97M-V def2-TZVPD RIJCOSX def2/J DEFGRID3
* xyz 3 2
Re -0.98605 0.13856 0.20744
N -0.89505 0.12416 2.50854
C 0.40905 0.14986 3.15244
C 0.52025 0.28656 4.53024
C 1.77055 0.35416 5.12234
C 2.91765 0.29176 4.34494
C 2.81535 0.15286 2.97344
C 1.55925 0.07166 2.37534
P 1.41705 -0.06084 0.57044
C 2.18755 1.50936 0.03774
C 3.06945 1.65916 -1.02656
C 3.61915 2.90206 -1.30286
C 3.25225 4.00926 -0.54986
C 2.36285 3.86906 0.50554
C 1.82195 2.63116 0.79444
C 2.41865 -1.53354 0.18284
C 3.09455 -1.73854 -1.01946
C 3.88255 -2.86444 -1.19786
C 3.97365 -3.81664 -0.19216
C 3.27035 -3.64314 0.99014
C 2.49585 -2.51384 1.18054
H -1.44355 -0.63664 2.92534
H -1.38145 0.98016 2.78334
H -0.36645 0.35366 5.13994
H 1.84425 0.46956 6.19304
H 3.89065 0.36006 4.80204
H 3.70145 0.11056 2.35724
H 3.36835 0.82116 -1.63226
H 4.32285 3.00336 -2.11546
H 3.64565 4.98376 -0.80146
H 2.08745 4.72906 1.09824
H 1.12625 2.52726 1.61374
H 3.01835 -1.03294 -1.83156
H 4.42035 -2.98984 -2.12546
H 4.59115 -4.68924 -0.33356
H 3.33505 -4.37904 1.77664
H 1.96465 -2.38174 2.11074
N -3.79415 2.29136 -4.04306
C -3.19355 1.27786 -4.65866
O -3.50995 0.78616 -5.71686
C -1.98635 0.67316 -3.93956
C -0.89345 0.23906 -4.68566
C 0.14695 -0.39214 -4.01646
C 0.07305 -0.52924 -2.64256
N -0.96555 -0.08694 -1.92236
C -1.99345 0.46686 -2.56846
H -4.55795 2.74766 -4.52746
H -3.49275 2.70416 -3.16856
H -0.88495 0.35846 -5.76066
H 0.99545 -0.77824 -4.56036
H 0.84625 -1.03614 -2.08306
H -2.86605 0.73356 -1.99206
N -5.18355 -3.18874 0.11584
C -3.87445 -3.09684 0.26594
C -3.16065 -1.86124 0.18844
N -1.84175 -1.80974 0.32304
C -1.17295 -2.96034 0.54034
C -1.87595 -4.16084 0.64354
N -3.16915 -4.20834 0.50274
H -5.77275 -2.39054 -0.06386
H -5.62245 -4.09594 0.20144
H -3.71035 -0.94314 0.03084
H -0.09755 -2.90934 0.61504
H -1.36895 -5.09554 0.84474
F -3.94365 3.39116 1.84494
C -2.69765 3.47366 1.43164
F -2.32485 4.71616 1.25334
F -1.90875 2.91496 2.37854
S -2.40575 2.36686 -0.04786
O -2.95085 1.07206 0.38714
O -3.00645 2.90396 -1.21696
O -0.93695 2.21816 -0.10136
*
```

# 3
Here is C16H24AgBO20 as an isolated structure from the OMol25 dataset. Energies are from the ωB97M-V functional and the def2-TZVPD basis.

- ⟨S²⟩ = 0.758
- HOMO level (spin up / spin down) (hartree) = -0.453 / -0.453
- calculated total energy (Ha) = -2300.56071
- lowest unoccupied orbital energy (spin up / spin down) (eV) = -4.7 / -8.7

Geometry as ORCA input:
```
! wB97M-V def2-TZVPD RIJCOSX def2/J DEFGRID3
* xyz 1 2
Ag 46.47220 -12.53740 12.34908
O 44.68470 -14.17311 13.01704
C 43.87826 -13.75013 13.87749
O 43.10361 -14.51873 14.63430
B 42.33167 -13.64296 15.57131
O 42.88671 -12.28497 15.41780
C 43.85346 -12.27791 14.39797
O 44.62367 -11.41799 13.98557
O 42.53645 -14.17502 16.96228
C 41.37393 -14.31491 17.53171
O 41.14723 -14.40754 18.72914
C 40.21934 -13.98959 16.54024
O 40.83447 -13.71434 15.37136
O 39.09628 -13.99776 16.95476
C 44.04058 -9.45764 11.45183
O 44.88507 -9.10896 10.36484
C 46.02112 -9.74545 10.20415
O 46.48160 -10.64061 10.92321
O 46.48502 -9.26202 9.08537
C 47.65912 -9.78860 8.55170
H 43.97708 -10.54381 11.51739
H 43.00885 -9.11927 11.35631
H 44.41553 -9.10708 12.41340
H 47.57337 -10.83213 8.24875
H 48.37405 -9.76517 9.37415
H 47.81747 -9.10413 7.71831
C 41.92055 -12.76631 10.74351
O 42.62870 -13.52805 9.73078
C 43.99138 -13.35113 9.61294
O 44.69982 -12.83442 10.47178
O 44.35955 -13.81474 8.40077
C 45.67559 -13.73432 7.95748
H 42.22678 -13.23001 11.68122
H 40.84918 -12.69962 10.55419
H 42.33847 -11.76073 10.69609
H 45.54076 -13.89503 6.88787
H 46.32040 -14.53113 8.32819
H 46.02566 -12.76670 8.31703
C 48.94849 -15.50766 13.00844
O 49.88575 -14.70495 12.28198
C 49.38480 -13.78729 11.39009
O 48.18203 -13.69482 11.12413
O 50.38384 -13.26626 10.72672
C 50.05872 -12.34994 9.61926
H 48.09511 -15.61590 12.33900
H 48.82918 -14.86325 13.87941
H 49.48251 -16.42828 13.24376
H 50.98343 -11.83572 9.35736
H 49.29329 -11.58849 9.76896
H 49.78435 -12.86115 8.69649
C 46.18824 -13.53577 16.95728
O 46.92383 -12.33210 16.64958
C 47.44593 -12.14556 15.39871
O 47.27024 -12.91301 14.44041
O 48.17078 -11.01617 15.38067
C 48.57149 -10.41127 14.20328
H 45.55606 -13.25965 17.80120
H 46.83211 -14.34383 17.30453
H 45.56587 -13.96323 16.17112
H 49.36666 -10.97720 13.71796
H 49.05313 -9.49410 14.54231
H 47.74755 -10.23692 13.51131
*
```

# 4
Here is C19H14N2O3 as an isolated structure from the OMol25 dataset. Energies are from the ωB97M-V functional and the def2-TZVPD basis.

- HOMO level (hartree) = -0.296
- calculated total energy (Ha) = -1067.10043
- lowest unoccupied orbital energy (eV) = -0.8

Geometry as ORCA input:
```
! wB97M-V def2-TZVPD RIJCOSX def2/J DEFGRID3
* xyz 0 1
C -5.32763 -0.62448 -1.48989
H -4.78558 -1.18198 -2.41716
O -4.73611 -1.00811 -0.36571
C -3.51807 -1.03837 -0.09751
C -3.14290 -1.67520 1.02313
C -1.90119 -1.53772 1.59670
C -0.98093 -1.01464 0.86072
C -1.31448 -0.39272 -0.67485
C -2.67120 -0.44869 -1.03133
H -2.85739 -0.15223 -1.92015
H -0.62417 0.19193 -1.22053
C 0.41785 -0.79649 1.00957
O 1.01686 -1.90267 1.74063
N 1.32132 0.23147 0.60413
C 0.89656 1.45844 0.36644
C -0.30700 2.11038 1.02487
C -0.23287 3.34902 0.75856
C 0.76761 4.14614 0.22285
C 2.06287 3.65316 -0.30133
C 1.98051 2.21696 0.06755
N 2.97579 1.28548 -0.39991
C 2.49115 0.21280 0.23201
C 3.41215 -0.94399 -0.04338
C 3.18673 -2.34865 0.34005
C 4.42316 -2.86655 -0.51813
C 5.30572 -2.02691 -0.78703
O 4.63726 -1.04558 -0.67923
H 6.23847 -1.91210 -1.24565
H 4.56603 -4.11959 -0.11306
H 2.44628 -2.90648 0.70828
H 2.81393 4.18010 -0.70523
H 0.69884 5.24401 -0.11446
H -1.11675 4.10147 1.02732
H -1.09295 1.49925 1.32672
H -1.55871 -1.89971 2.50596
H -3.87694 -1.71201 1.86579
H -6.42606 -0.79156 -1.72701
H -5.18819 0.46580 -1.42975
*
```

# 5
Here is a 2-piece molecular cluster, C4H12S overall from the OMol25 dataset. Energies are from the ωB97M-V functional and the def2-TZVPD basis.

- HOMO level (hartree) = -0.310
- SMILES = CSC.CC
- calculated total energy (Ha) = -557.73988
- lowest unoccupied orbital energy (eV) = 1.1

Geometry as ORCA input:
```
! wB97M-V def2-TZVPD RIJCOSX def2/J DEFGRID3
* xyz 0 1
C 1.78003 -1.46493 1.11923
S 2.73637 -2.05246 2.59165
C 1.45157 -2.98386 3.49290
H 0.96307 -0.97163 1.63232
H 1.65067 -2.24149 0.37198
H 2.49656 -0.79008 0.64357
H 1.24386 -2.44380 4.40497
H 0.59297 -3.20132 2.85715
H 1.86888 -3.96525 3.72034
C -4.54640 3.86149 -5.13982
C -3.46451 4.30080 -4.07422
H -4.71378 2.78581 -5.16758
H -4.01183 3.89908 -6.09962
H -5.48752 4.38662 -5.18471
H -2.57317 4.64172 -4.58751
H -3.89705 5.13376 -3.52125
H -3.37364 3.44380 -3.40932
*
```